The following is a DFT calculation (wB97M-V/def2-TZVPD) of a 3-piece molecular cluster, C18H41ClINO7P overall.

Calculated values
Gap between HOMO and LUMO, eV: 7.793
Net charge: +1
2S+1: 1
HOMO level, eV: -10.80

Bonds (Å) are listed after each position.
Geometry (Å):
1 I 1.16988 -1.21221 -0.72636  C24 2.140
2 Cl -3.56600 2.95237 -1.39402  C22 1.728
3 P -3.37669 -0.99118 0.40493  N11 1.663, C12 1.809, C26 1.819, C29 1.790
4 O 0.39916 -4.84358 -7.17133  C13 1.416, C15 1.408
5 O 2.79722 4.88449 4.65282  C16 1.415, C27 1.411
6 O -3.05068 0.49545 -1.98361  C22 1.186
7 O 2.13710 3.68665 7.37802  C14 1.416, C18 1.412
8 O 0.75656 2.72102 3.82302  C17 1.419, C25 1.409
9 O 1.13512 -3.86396 -4.37962  C20 1.413, C23 1.417
10 O 0.35540 -1.15817 -5.64292  C19 1.414, C21 1.408
11 N -3.73642 -1.54691 1.93096  P3 1.663, H61 1.018, H66 1.017
12 C -1.68718 -1.51719 0.03044  P3 1.809, C24 1.533, H32 1.095, H51 1.091
13 C 1.55842 -5.56532 -7.54503  O4 1.416, H50 1.093, H67 1.092, H69 1.092
14 C 3.42159 3.36747 7.87987  O7 1.416, H30 1.092, H49 1.092, H70 1.092
15 C -0.23432 -5.22896 -5.97386  O4 1.408, C20 1.522, H55 1.097, H58 1.095
16 C 1.73375 5.26492 5.50443  O5 1.415, C18 1.521, H34 1.094, H54 1.091
17 C 2.12068 2.81106 3.44336  O8 1.419, C27 1.519, H57 1.096, H63 1.096
18 C 1.91942 5.02845 6.99539  O7 1.412, C16 1.521, H42 1.097, H45 1.095
19 C 1.62434 -1.54224 -5.15266  O10 1.414, C23 1.518, H33 1.097, H60 1.095
20 C -0.15423 -4.22232 -4.83464  O9 1.413, C15 1.522, H43 1.095, H62 1.091
21 C -0.61127 -0.82270 -4.67512  O10 1.408, H31 1.095, H44 1.094, H53 1.093
22 C -3.34259 1.26015 -1.12530  Cl2 1.728, O6 1.186, C26 1.516
23 C 1.94011 -3.02680 -5.19139  O9 1.417, C19 1.518, H40 1.088, H68 1.095
24 C -0.60203 -0.44765 0.19865  I1 2.140, C12 1.533, C28 1.526, H65 1.088
25 C -0.14615 3.56960 3.15303  O8 1.409, H36 1.092, H46 1.092, H59 1.098
26 C -3.54573 0.81708 0.31070  P3 1.819, C22 1.516, H39 1.093, H64 1.094
27 C 3.04248 3.51388 4.42491  O5 1.411, C17 1.519, H35 1.095, H56 1.089
28 C -0.35657 -0.08555 1.66102  C24 1.526, H38 1.088, H41 1.095, H48 1.093
29 C -4.57520 -1.74566 -0.69015  P3 1.790, H37 1.090, H47 1.092, H52 1.088
30 H 3.34762 3.08340 8.93171  C14 1.092
31 H -0.29634 -1.13545 -3.67462  C21 1.095
32 H -1.48354 -2.35390 0.70713  C12 1.095
33 H 1.77112 -1.15671 -4.13619  C19 1.097
34 H 1.67698 6.35178 5.39575  C16 1.094
35 H 4.02701 3.48797 3.94732  C27 1.095
36 H 0.35587 4.26846 2.48034  C25 1.092
37 H -5.35316 -1.03732 -0.97651  C29 1.090
38 H 0.66893 0.22645 1.84718  C28 1.088
39 H -2.82660 1.31710 0.96424  C26 1.093
40 H 1.99692 -3.38168 -6.21866  C23 1.088
41 H -0.98800 0.75643 1.96488  C28 1.095
42 H 0.98147 5.35630 7.45922  C18 1.097
43 H -0.61019 -4.73320 -3.97971  C20 1.095
44 H -0.78898 0.25721 -4.67426  C21 1.094
45 H 2.71418 5.67475 7.38128  C18 1.095
46 H -0.73274 4.14026 3.87549  C25 1.092
47 H -5.01608 -2.60395 -0.17957  C29 1.092
48 H -0.58139 -0.92859 2.31889  C28 1.093
49 H 3.83595 2.52174 7.32656  C14 1.092
50 H 1.86558 -6.26826 -6.76708  C13 1.093
51 H -1.71422 -1.90965 -0.98737  C12 1.091
52 H -4.06874 -2.08524 -1.59168  C29 1.088
53 H -1.55564 -1.31917 -4.91127  C21 1.093
54 H 0.77778 4.86040 5.16885  C16 1.091
55 H -1.30513 -5.33915 -6.18637  C15 1.097
56 H 3.11381 2.94587 5.35117  C27 1.089
57 H 2.20992 3.26265 2.44880  C17 1.096
58 H 0.13085 -6.20486 -5.63627  C15 1.095
59 H -0.85150 2.96364 2.56883  C25 1.098
60 H 2.37377 -1.06262 -5.79130  C19 1.095
61 H -3.21647 -1.09106 2.67754  N11 1.018
62 H -0.76705 -3.34729 -5.05632  C20 1.091
63 H 2.50150 1.78529 3.37341  C17 1.096
64 H -4.54183 1.10152 0.66257  C26 1.094
65 H -0.85327 0.43332 -0.38769  C24 1.088
66 H -4.72582 -1.49399 2.16135  N11 1.017
67 H 1.36649 -6.12023 -8.46562  C13 1.092
68 H 2.94178 -3.11204 -4.75842  C23 1.095
69 H 2.38111 -4.87177 -7.73031  C13 1.092
70 H 4.11187 4.20941 7.79121  C14 1.092

The following is a DFT calculation (wB97M-V/def2-TZVPD) of an isolated ion of composition C5H12IN2 and charge +1 at a distorted geometry.

Calculated values
Gap between HOMO and LUMO, eV: 8.840
Net charge: +1
2S+1: 1
SMILES: CCNC/[N+](C)=C/I
HOMO level, eV: -13.45

Bonds (Å) are listed after each position.
Geometry (Å):
1 I -0.45362 3.82046 -1.10323  C5 2.079
2 N 0.46328 -0.45441 -0.74776  C4 1.427, C6 1.352, H18 1.069
3 N 0.42168 1.50657 0.47196  C5 1.319, C6 1.600, C7 1.395
4 C -0.73434 -1.22729 -0.81430  N2 1.427, C8 1.584, H11 1.159, H16 1.139
5 C 0.48219 1.99714 -0.75099  I1 2.079, N3 1.319, H19 1.020
6 C 0.82038 -0.04244 0.48917  N2 1.352, N3 1.600, H14 1.104, H17 1.101
7 C -0.00646 2.10505 1.65661  N3 1.395, H9 1.177, H12 1.153, H15 1.091
8 C -0.51731 -2.78672 -0.63885  C4 1.584, H10 1.077, H13 1.048, H20 1.079
9 H -1.15605 1.85181 1.67909  C7 1.177
10 H -1.47000 -3.25818 -0.46689  C8 1.077
11 H -1.26051 -1.19082 -1.84647  C4 1.159
12 H 0.15347 3.22022 1.41154  C7 1.153
13 H 0.09466 -3.26166 -1.34469  C8 1.048
14 H 1.87462 -0.02160 0.81475  C6 1.104
15 H 0.40368 1.62729 2.54764  C7 1.091
16 H -1.50071 -0.94739 -0.01983  C4 1.139
17 H 0.33631 -0.66054 1.26037  C6 1.101
18 H 1.18486 -1.05234 -1.26212  N2 1.069
19 H 0.83137 1.60234 -1.62483  C5 1.020
20 H 0.03252 -2.82748 0.28882  C8 1.079

The following is a DFT calculation (wB97M-V/def2-TZVPD) of one molecule with the formula C12H15NO2 at a distorted geometry.

Calculated values
Gap between HOMO and LUMO (alpha / beta), eV: 7.640 / 7.407
Net charge: 0
2S+1: 1
HOMO level (alpha / beta), eV: -7.25 / -6.91

Bonds (Å) are listed after each position.
Geometry (Å):
1 O -2.09146 -0.88864 2.41895  C10 1.213
2 O -1.07859 0.76855 3.49085  C10 1.371, H16 1.035
3 N 1.14731 0.38116 2.03334  C5 1.339, H17 0.984, H27 0.956
4 C 0.88974 -0.81533 -3.09496  C11 1.374, C14 1.453, H20 1.128
5 C 0.12253 -0.41308 1.69833  N3 1.339, C10 1.488, C12 1.480
6 C -0.50702 0.97967 -2.26726  C13 1.407, C14 1.393, H18 1.134
7 C -1.26945 0.84168 0.01483  C8 1.457, C13 1.402, H21 1.204
8 C -1.36050 2.28759 0.16957  C7 1.457, H24 1.090, H28 1.044, H30 1.100
9 C 0.26960 -0.79684 -0.82082  C11 1.373, C12 1.524, C13 1.367
10 C -1.09823 -0.20064 2.52158  O1 1.213, O2 1.371, C5 1.488
11 C 1.01162 -1.35021 -1.83491  C4 1.374, C9 1.373, H22 1.122
12 C 0.19246 -1.38417 0.58314  C5 1.480, C9 1.524, C15 1.527, H29 1.139
13 C -0.52578 0.29307 -1.03954  C6 1.407, C7 1.402, C9 1.367
14 C 0.12870 0.39376 -3.35976  C4 1.453, C6 1.393, H25 1.034
15 C 1.39166 -2.29234 0.84685  C12 1.527, H19 1.181, H23 1.136, H26 1.107
16 H -1.74769 0.50978 4.23688  O2 1.035
17 H 1.03152 1.07912 2.71685  N3 0.984
18 H -1.24312 1.82304 -2.44846  C6 1.134
19 H 1.83702 -2.70822 -0.16531  C15 1.181
20 H 1.48498 -1.33279 -3.90171  C4 1.128
21 H -2.36543 0.38510 0.21514  C7 1.204
22 H 1.49384 -2.35839 -1.93367  C11 1.122
23 H 2.21471 -1.72674 1.38801  C15 1.136
24 H -1.84519 2.58459 1.09966  C8 1.090
25 H 0.22077 0.93066 -4.23816  C14 1.034
26 H 1.16838 -3.19539 1.44668  C15 1.107
27 H 1.75270 0.49293 1.30149  N3 0.956
28 H -2.00298 2.61292 -0.58691  C8 1.044
29 H -0.73533 -2.04173 0.65438  C12 1.139
30 H -0.38915 2.78056 0.01349  C8 1.100